C3H36B6Cr2O3 as an isolated structure at a distorted geometry, computed with wB97M-V/def2-TZVPD.

Last column: Mulliken charge in e.
Geometry (Å):
Cr1 -1.596858 1.930072 -1.134509  -1.1860
Cr2 0.279315 -1.347440 1.866489  -1.5223
B1 1.568496 -0.400686 3.307899  0.6733
H1 0.459720 -0.377880 3.489363  -0.0907
H2 2.191531 -0.187433 4.248266  -0.1355
H3 1.856927 -1.422389 2.917743  -0.0104
H4 1.880376 0.348733 2.491559  -0.2625
B2 -0.468852 0.427378 0.416818  1.0709
H5 -0.472819 -0.696653 0.274728  0.1152
H6 -0.042452 0.972595 -0.476260  0.1054
H7 -1.513515 0.788783 0.634984  0.0929
H8 0.105392 0.611892 1.370841  -0.0483
B3 -2.583084 0.110246 -1.802656  0.4798
H9 -1.668368 -0.517494 -1.490345  -0.2875
H10 -2.977690 0.688787 -0.914239  0.0403
H11 -2.171512 0.867106 -2.530318  0.0637
H12 -3.344254 -0.580838 -2.313927  -0.1354
B4 -0.087259 2.547546 -2.524672  0.4339
H13 0.818890 2.886596 -3.144978  -0.1304
H14 -0.176724 1.430041 -2.509436  -0.3387
H15 -0.026351 2.957842 -1.473579  0.0771
H16 -1.033243 2.950583 -3.069169  -0.1087
B5 -1.820895 3.478830 0.250555  0.5437
H17 -2.456831 2.564206 0.307691  -0.1694
H18 -0.762278 3.096632 0.362408  -0.0646
H19 -1.773721 3.917278 -0.787760  -0.0355
H20 -1.936180 4.127092 1.188925  -0.1257
B6 0.095479 -3.320417 0.858382  0.7853
H21 0.228903 -2.843959 -0.180816  -0.2879
H22 -0.773246 -2.876210 1.421389  -0.1128
H23 -0.013321 -4.463574 0.832761  -0.1358
H24 1.008333 -3.098238 1.485288  0.0359
C1 2.767844 -0.516208 -3.150124  -0.9040
O1 1.982382 -0.011849 -2.061953  -0.4909
H25 2.375110 -0.258499 -4.133798  0.3590
H26 3.739745 -0.011437 -3.109436  0.2987
H27 2.891148 -1.589998 -3.013438  0.2712
H28 1.310456 0.541372 -2.483616  0.1455
C2 -2.827153 -1.216283 1.629857  -0.7587
O2 -1.780756 -0.820979 2.566576  -0.2330
H29 -2.473296 -1.335027 0.611256  0.2938
H30 -3.254001 -2.170393 1.934969  0.3185
H31 -3.562646 -0.414301 1.656968  0.3807
H32 -2.136339 -0.085223 3.068211  0.2978
C3 3.315331 -1.216845 0.729172  -1.0158
O3 1.902043 -1.092922 0.483962  0.4273
H33 3.679760 -1.731824 -0.162810  0.3241
H34 3.789921 -0.240783 0.824809  0.3400
H35 3.610968 -1.820078 1.582508  0.3688
H36 1.875578 -0.577729 -0.346542  0.2480

Cartesian forces (eV/Å) of the 2 atoms listed first:
1.397 -1.110 0.027
1.035 1.592 -2.128

Summary:
2S+1 = 7
Frontier orbital gap (alpha / beta) = 7.328 / 9.710 eV
HOMO level (alpha / beta) = -9.9 / -10.7 eV
Expectation value of S² = 12.06
Total charge = 0